47
Properties=species:S:1:pos:R:3:nbo_charge:R:1 method="wB97M-V/def2-TZVPD" total_charge=-1 spin_multiplicity=1 e_above_lowest_kcal_mol=81.92
O -1.39 0.80 -2.94 -1.114
H 4.31 0.15 1.56 0.488
H -1.85 4.13 -2.89 0.472
O 2.32 -0.33 -1.11 -0.950
H -1.70 -0.04 -2.08 0.498
H -0.46 0.99 -2.80 0.434
O -0.64 -0.37 4.79 -0.952
H 2.32 0.63 -1.05 0.463
H -0.89 3.04 -3.34 0.482
O -0.91 3.96 -3.05 -0.961
H -0.80 -2.55 -0.05 0.514
H 1.43 -0.62 -1.31 0.485
O 4.79 0.96 1.82 -0.949
H -3.28 0.21 0.29 0.519
H 0.87 -1.31 1.57 0.465
O -3.58 3.00 -1.46 -0.954
H -3.10 2.40 -2.07 0.493
H -2.83 3.23 -0.90 0.462
O -0.99 1.24 1.95 -0.987
H -0.53 1.21 2.79 0.491
H -1.95 1.18 2.06 0.504
O 0.82 -3.28 3.40 -0.991
H 1.12 -2.81 2.63 0.500
H 0.03 -0.98 5.12 0.475
O 1.65 3.25 -0.33 -0.913
H 1.78 2.55 0.33 0.465
O -3.48 0.89 0.94 -0.986
H 5.59 0.65 1.38 0.450
H -3.08 1.70 0.63 0.468
O -0.92 -2.47 -2.03 -1.003
H -0.90 -0.80 3.98 0.477
H -1.57 -1.74 -1.93 0.503
O 0.46 -0.80 2.27 -0.993
H 3.48 -2.11 1.78 0.481
H -0.53 0.36 -4.22 0.492
O -0.56 -3.01 0.76 -0.998
H -1.06 -2.86 -2.89 0.476
H -1.12 -0.28 -0.40 0.445
O 0.13 -0.31 -4.62 -1.006
H -0.41 -0.46 1.97 0.501
H 0.06 -0.22 -5.56 0.447
O -1.95 -0.27 -0.88 -1.134
H 1.39 2.61 -1.01 0.451
H -0.03 -3.65 3.54 0.487
O 4.35 -1.76 1.55 -0.947
H -1.08 -3.79 0.94 0.474
H 4.69 -2.34 0.87 0.479



48
Properties=species:S:1:pos:R:3:nbo_charge:R:1 method="wB97M-V/def2-TZVPD" spin_multiplicity=1 e_above_lowest_kcal_mol=111.18
O 1.71 1.97 2.55 -0.998
H 1.33 1.08 2.45 0.461
H 1.53 2.48 1.74 0.493
O -0.36 -3.06 -0.47 -0.962
H -1.21 -3.43 -0.64 0.468
H -0.47 -2.12 -0.32 0.500
O 0.57 3.23 0.43 -0.981
H 0.02 2.57 -0.02 0.500
H 0.84 3.74 -0.33 0.483
O 0.03 -0.45 -0.11 -0.997
H 0.78 0.12 -0.34 0.515
H -0.07 -0.25 0.80 0.507
O -0.32 1.72 -1.61 -0.958
H -0.51 0.92 -1.10 0.489
H -1.15 2.13 -1.90 0.474
O -2.28 -1.24 -2.13 -0.957
H -2.85 -1.98 -2.00 0.468
H -2.41 -0.65 -1.42 0.487
O -2.52 -1.45 1.28 -0.968
H -3.36 -1.84 1.04 0.476
H -2.65 -0.68 0.73 0.488
O 2.54 -1.94 0.12 -0.982
H 1.63 -1.62 0.22 0.485
H 2.55 -2.81 -0.34 0.487
O 2.54 1.00 -0.08 -0.981
H 2.06 1.85 -0.19 0.497
H 3.20 1.17 0.61 0.503
O 1.36 0.46 -3.43 -1.027
H 2.30 0.34 -3.10 0.484
H 0.83 -0.36 -3.19 0.485
O 0.75 -0.69 2.39 -0.963
H 1.69 -0.70 2.36 0.498
H 0.53 -0.36 3.32 0.503
O 0.30 -1.94 -2.83 -0.965
H 0.15 -2.32 -1.99 0.481
H -0.57 -1.58 -3.02 0.485
O 3.97 0.14 -2.18 -0.948
H 3.43 0.35 -1.45 0.485
H 4.00 -0.77 -2.11 0.465
O -2.93 0.76 -0.15 -1.009
H -2.36 1.24 0.42 0.510
H -3.49 1.34 -0.68 0.500
O -1.36 1.53 1.79 -0.982
H -1.57 0.98 2.52 0.493
H -1.55 2.39 2.12 0.491
O -1.88 -0.29 3.64 -0.960
H -2.86 -0.29 3.82 0.483
H -1.89 -0.69 2.79 0.495



48
Properties=species:S:1:pos:R:3:nbo_charge:R:1 method="wB97M-V/def2-TZVPD" spin_multiplicity=1 e_above_lowest_kcal_mol=101.88
O -11.95 -15.92 6.76 -0.976
H -12.87 -15.98 6.62 0.501
H -11.80 -15.10 7.25 0.491
O -15.50 -18.61 3.89 -0.958
H -16.01 -18.75 4.72 0.461
H -14.64 -18.60 4.32 0.486
O -10.48 -17.96 7.64 -0.971
H -10.90 -18.03 8.46 0.470
H -10.88 -17.21 7.19 0.502
O -9.87 -19.68 2.98 -1.018
H -9.51 -18.79 2.95 0.490
H -10.09 -19.74 3.91 0.504
O -14.70 -16.37 6.23 -1.010
H -14.54 -16.33 5.28 0.519
H -15.44 -15.79 6.45 0.496
O -12.72 -18.84 2.44 -0.974
H -12.27 -19.54 1.94 0.515
H -13.37 -18.52 1.83 0.475
O -11.30 -15.76 1.88 -0.988
H -11.75 -15.06 1.41 0.474
H -11.61 -15.72 2.77 0.521
O -8.94 -17.27 2.20 -0.957
H -9.60 -16.65 1.95 0.488
H -8.37 -17.35 1.43 0.486
O -8.45 -17.31 5.43 -0.935
H -8.61 -16.64 6.15 0.450
H -9.30 -17.70 5.32 0.483
O -10.50 -14.79 4.48 -0.996
H -10.61 -15.52 5.11 0.504
H -9.57 -14.69 4.15 0.490
O -10.12 -19.97 5.84 -0.972
H -10.47 -20.80 6.12 0.462
H -10.48 -19.34 6.51 0.496
O -11.10 -17.60 4.19 -1.011
H -11.20 -17.93 3.31 0.492
H -11.97 -17.65 4.55 0.483
O -13.64 -16.18 3.68 -0.955
H -13.39 -16.95 3.21 0.494
H -13.82 -15.51 3.05 0.482
O -13.16 -18.49 5.57 -0.964
H -13.49 -17.92 6.30 0.494
H -12.87 -19.26 6.10 0.494
O -11.82 -17.60 -0.16 -0.952
H -11.79 -17.42 0.75 0.494
H -11.64 -16.77 -0.62 0.477
O -9.71 -19.29 0.14 -0.993
H -9.73 -19.30 1.08 0.481
H -10.42 -18.65 -0.12 0.476



48
Properties=species:S:1:pos:R:3:nbo_charge:R:1 method="wB97M-V/def2-TZVPD" spin_multiplicity=1 e_above_lowest_kcal_mol=126.99
O -2.71 -1.08 0.07 -0.994
H -1.90 -1.50 0.39 0.505
H -3.53 -1.26 0.56 0.470
O 0.28 -0.29 -0.39 -0.951
H 0.09 0.62 -0.44 0.477
H 0.20 -0.55 0.54 0.496
O -1.31 1.87 1.03 -0.972
H -1.77 2.13 1.86 0.481
H -1.32 2.70 0.51 0.494
O -0.79 -2.57 -2.31 -0.954
H -1.65 -2.94 -2.44 0.466
H -1.06 -1.74 -2.00 0.504
O -1.05 -2.54 1.61 -1.005
H -0.29 -2.49 2.25 0.500
H -1.85 -2.76 2.04 0.485
O 2.17 -2.02 1.02 -0.998
H 3.02 -1.98 0.63 0.477
H 1.65 -2.57 0.47 0.495
O 1.52 2.59 0.36 -0.929
H 1.64 3.49 0.62 0.474
H 1.73 2.59 -0.56 0.492
O -2.95 1.85 -1.09 -0.952
H -3.25 2.72 -1.31 0.472
H -2.49 1.90 -0.26 0.481
O -0.68 4.04 -0.49 -0.943
H 0.10 3.56 -0.39 0.475
H -0.57 4.82 0.03 0.479
O 0.74 1.73 -2.52 -0.955
H 1.52 2.04 -2.92 0.494
H 0.03 2.35 -2.65 0.478
O 0.61 -3.73 -0.17 -0.994
H -0.03 -3.48 0.51 0.489
H 0.24 -3.47 -1.00 0.508
O -1.57 0.25 -2.81 -0.983
H -0.83 0.83 -2.89 0.459
H -2.17 0.73 -2.18 0.494
O 3.22 0.59 0.62 -0.971
H 2.72 -0.23 0.55 0.475
H 2.56 1.25 0.54 0.462
O 0.82 -2.35 3.46 -0.945
H 1.55 -2.59 2.94 0.510
H 0.48 -1.50 3.24 0.484
O 2.31 -0.73 -1.99 -0.982
H 1.53 -0.53 -1.45 0.492
H 2.54 -1.67 -1.79 0.457
O 0.51 0.41 2.62 -0.944
H -0.01 0.49 3.41 0.456
H 0.01 1.04 2.13 0.488



Number 1: HOMO -6.538 eV, molar mass 287.2 g/mol, lowest unoccupied orbital energy 2.35 eV. Number 2: HOMO -9.084 eV, molar mass 288.2 g/mol, lowest unoccupied orbital energy -0.46 eV. Number 3: HOMO -9.807 eV, molar mass 288.2 g/mol, lowest unoccupied orbital energy -0.31 eV. Number 4: HOMO -9.546 eV, molar mass 288.2 g/mol, lowest unoccupied orbital energy -0.69 eV.